<P>
A 3-piece molecular cluster, C6H14O2 overall, computed with ωB97M-V/def2-TZVPD.

Each line ends with the Löwdin charge.
CARTESIAN COORDINATES (ANGSTROEM)
1 C 3.676 -1.455 0.995  -0.071
2 C 2.656 -1.162 -0.063  -0.382
3 C 2.702 -1.557 -1.332  0.033
4 C 1.389 -0.474 0.446  -0.184
5 C 0.142 -1.253 0.071  -0.190
6 C -1.053 -0.710 -0.100  -0.006
7 H 3.233 -2.078 1.772  0.082
8 H 4.030 -0.496 1.381  0.083
9 H 4.578 -1.933 0.611  0.074
10 H 3.331 -2.358 -1.690  0.061
11 H 1.975 -1.152 -2.014  0.062
12 H 1.437 -0.316 1.526  0.111
13 H 1.336 0.511 -0.017  0.117
14 H 0.312 -2.326 0.059  0.103
15 H -1.284 0.266 0.311  0.052
16 H -1.915 -1.212 -0.515  0.049
17 H -4.150 2.333 1.487  0.029
18 H -4.550 0.962 1.234  0.039
19 O -3.898 1.599 0.919  -0.058
20 H -4.221 4.406 -2.354  0.033
21 H -4.727 4.195 -0.905  0.020
22 O -5.000 4.212 -1.825  -0.059

Output
**Frontier orbital gap**: 9.5 eV
**SMILES**: C=CCC(=C)C.O.O
**Net charge**: 0


<Q>
One molecule with the formula C6H14O2, computed with ωB97M-V/def2-TZVPD.

Each line ends with the Löwdin charge.
CARTESIAN COORDINATES (ANGSTROEM)
1 C -0.744 0.104 0.251  -0.439
2 C 0.321 -0.837 0.600  -0.115
3 C 1.661 0.192 0.444  -0.196
4 C -0.991 1.313 1.125  -0.029
5 C -1.044 0.320 -1.214  -0.031
6 C 2.328 0.075 -0.915  -0.126
7 O -1.925 -1.032 0.854  -0.209
8 O -2.093 -2.118 -0.084  -0.086
9 H -3.021 -2.350 0.037  0.086
10 H 0.305 -1.147 1.640  0.116
11 H 0.438 -1.644 -0.117  0.112
12 H 1.518 1.242 0.697  0.087
13 H 2.330 -0.183 1.220  0.091
14 H -2.059 1.525 1.122  0.093
15 H -2.130 0.339 -1.325  0.095
16 H -0.479 2.187 0.728  0.085
17 H -0.663 1.134 2.146  0.095
18 H -0.715 -0.514 -1.831  0.086
19 H -0.582 1.227 -1.593  0.086
20 H 3.320 0.527 -0.887  0.068
21 H 2.451 -0.966 -1.209  0.073
22 H 1.774 0.606 -1.689  0.059

Output
**Frontier orbital gap**: 9.8 eV
**SMILES**: CCCC(C)(C)OO
**Net charge**: 0


<R>
A 4-piece molecular cluster, C6H14O2 overall, computed with ωB97M-V/def2-TZVPD.

Each line ends with the Löwdin charge.
CARTESIAN COORDINATES (ANGSTROEM)
1 C -2.406 0.318 -0.174  -0.132
2 C -2.915 1.179 0.744  0.021
3 C -0.902 0.040 -0.226  -0.208
4 C -0.049 0.096 0.962  0.062
5 C 0.571 -1.138 1.491  -0.115
6 C 1.353 -1.054 2.570  0.132
7 H -3.001 -0.185 -0.925  0.104
8 H -3.998 1.295 0.656  0.061
9 H -2.217 1.628 1.455  0.062
10 H -1.028 -0.883 -0.777  0.104
11 H -0.405 0.707 -0.930  0.120
12 H 0.515 0.967 1.315  0.119
13 H 0.217 -2.009 0.975  0.115
14 H 2.065 0.588 -2.638  0.027
15 H 1.742 -0.077 2.789  0.090
16 H 1.571 -1.911 3.148  0.075
17 H 2.185 0.251 -0.003  -0.050
18 H 2.578 1.041 -1.195  -0.095
19 O 2.717 1.023 -0.204  -0.169
20 H 0.786 -1.109 -3.432  0.000
21 H 0.640 -0.069 -2.542  -0.087
22 O -0.019 -0.697 -3.060  -0.237

Output
**Frontier orbital gap**: 3.2 eV
**Net charge**: 0


<S>
C6H14O2 as an isolated structure, computed with ωB97M-V/def2-TZVPD.

Each line ends with the Löwdin charge.
CARTESIAN COORDINATES (ANGSTROEM)
1 C -2.525 0.615 -0.787  -0.037
2 C -1.407 0.021 0.329  -0.492
3 C -1.676 -1.496 0.871  -0.074
4 C 1.112 0.370 0.330  -0.376
5 C 1.573 1.815 0.255  -0.113
6 C 2.096 -0.637 -0.272  -0.145
7 H -2.710 0.087 -1.724  0.067
8 H -2.502 1.734 -0.861  0.076
9 H -3.468 0.561 -0.371  0.004
10 H -1.142 0.797 0.958  0.083
11 H -3.092 -1.917 0.441  0.165
12 H -0.549 -1.935 -0.340  0.242
13 H -1.009 -1.642 2.020  0.108
14 H 1.118 0.067 1.390  0.137
15 H 1.263 2.592 1.312  0.148
16 H 1.276 2.268 -0.870  0.118
17 H 2.980 2.059 0.205  0.168
18 H 2.190 -0.400 -1.278  0.088
19 H 3.095 -0.548 0.165  0.120
20 H 2.136 -2.316 -1.034  0.080
21 O -0.220 -0.036 -0.367  -0.238
22 O 1.459 -2.059 -0.372  -0.127

Output
**Frontier orbital gap**: 9.4 eV
**Net charge**: 0


The calculated energies rank the structures as follows, beginning with the most stable: <P>, <Q>, <R>, <S>.